Record 1
{"formula": "C21H56Be2F6N5O8P", "method": "ωB97M-V with the def2-TZVPD basis set", "homo_energy_ev": -12.4126, "relative_energy_kcal_mol": 0.0, "charge": 2, "e_lumo_ev": -9.744, "energy_ev": -72894.8012, "elements": ["Be", "Be", "P", "F", "F", "F", "F", "F", "F", "O", "C", "O", "O", "H", "C", "C", "C", "O", "C", "N", "H", "H", "H", "H", "H", "H", "H", "H", "H", "H", "H", "C", "C", "C", "O", "C", "N", "H", "H", "H", "H", "H", "H", "H", "H", "H", "H", "H", "C", "C", "C", "O", "C", "N", "H", "H", "H", "H", "H", "H", "H", "H", "H", "H", "H", "C", "C", "C", "O", "C", "N", "H", "H", "H", "H", "H", "H", "H", "H", "H", "H", "H", "C", "C", "C", "O", "C", "N", "H", "H", "H", "H", "H", "H", "H", "H", "H", "H", "H"], "xyz": [[1.753, -0.676, 2.910], [-2.985, -0.164, 1.612], [-2.822, 2.907, -0.815], [-2.139, 4.310, -0.472], [-1.448, 2.407, -1.577], [-2.209, 2.237, 0.558], [-3.477, 1.442, -1.149], [-4.166, 3.244, 0.016], [-3.455, 3.561, -2.109], [0.547, 1.178, -0.280], [0.171, 0.037, 0.266], [-1.046, -0.286, 0.299], [1.110, -0.731, 0.687], [-0.309, 1.498, -0.662], [-2.510, -3.192, 0.215], [-3.936, -2.645, 0.080], [-4.713, -2.687, 1.416], [-3.949, -1.947, 2.413], [-3.433, -2.734, 3.517], [-3.915, -1.246, -0.241], [-2.013, -3.254, -0.754], [-2.603, -4.211, 0.595], [-1.865, -2.548, 0.814], [-4.529, -3.231, -0.625], [-5.052, -3.692, 1.669], [-5.652, -2.150, 1.269], [-2.338, -2.755, 3.484], [-3.929, -3.692, 3.430], [-3.547, -2.160, 4.438], [-3.370, -1.108, -1.123], [-4.793, -1.034, -0.727], [0.313, -2.057, 5.895], [1.638, -2.603, 5.367], [1.525, -3.718, 4.343], [1.141, -3.034, 3.155], [0.817, -3.905, 2.080], [2.667, -1.613, 4.984], [0.006, -2.383, 6.889], [-0.591, -2.242, 5.310], [0.404, -0.974, 6.033], [2.048, -3.047, 6.282], [0.744, -4.387, 4.710], [2.459, -4.243, 4.139], [0.766, -3.418, 1.104], [-0.169, -4.345, 2.245], [1.446, -4.750, 1.780], [3.572, -2.076, 5.107], [2.826, -0.955, 5.751], [-1.647, -0.060, -4.987], [-2.743, -0.556, -4.038], [-3.301, -1.907, -4.537], [-3.790, -1.705, -5.818], [-4.883, -2.568, -6.112], [-2.211, -0.693, -2.669], [-1.148, 0.793, -4.507], [-1.929, 0.431, -5.915], [-0.875, -0.827, -5.072], [-3.506, 0.212, -3.899], [-4.053, -2.138, -3.766], [-2.536, -2.687, -4.429], [-5.734, -2.216, -5.513], [-4.723, -3.592, -5.764], [-5.230, -2.570, -7.140], [-1.294, -1.133, -2.721], [-2.015, 0.169, -2.173], [3.572, 0.076, -2.387], [3.448, 1.613, -2.484], [4.513, 2.071, -3.478], [5.845, 1.993, -2.913], [6.664, 1.238, -3.793], [2.123, 1.991, -2.958], [3.488, -0.483, -3.321], [2.839, -0.359, -1.699], [4.539, -0.169, -1.937], [3.640, 2.000, -1.484], [4.390, 3.153, -3.603], [4.489, 1.677, -4.494], [6.970, 1.749, -4.709], [6.253, 0.237, -3.932], [7.642, 1.108, -3.318], [1.906, 1.406, -3.758], [1.443, 1.770, -2.244], [2.256, 4.306, 0.034], [1.994, 3.777, 1.475], [2.665, 4.644, 2.530], [2.293, 4.193, 3.808], [3.257, 4.426, 4.822], [0.542, 3.847, 1.644], [2.046, 5.373, -0.044], [1.535, 3.816, -0.620], [3.274, 4.092, -0.293], [2.283, 2.725, 1.539], [2.272, 5.656, 2.359], [3.749, 4.743, 2.422], [4.280, 4.153, 4.553], [2.951, 3.963, 5.757], [3.254, 5.509, 4.990], [0.109, 3.154, 1.041], [0.110, 4.672, 1.230]]}

Record 2
{"formula": "C10H16Ag2Cl8NiO14P2Sn2", "method": "ωB97M-V with the def2-TZVPD basis set", "homo_energy_ev": [-8.2302, -8.2979], "charge": 0, "e_lumo_ev": [-2.865, -2.947], "energy_ev": -218754.1754, "multiplicity": 5, "elements": ["Ag", "Ag", "Ni", "Sn", "Sn", "P", "O", "O", "O", "O", "P", "O", "O", "O", "O", "C", "O", "O", "O", "C", "O", "O", "O", "Cl", "C", "C", "Cl", "H", "H", "H", "H", "Cl", "C", "C", "Cl", "H", "H", "H", "H", "Cl", "C", "C", "Cl", "H", "H", "H", "H", "Cl", "C", "C", "Cl", "H", "H", "H", "H"], "xyz": [[-0.903, 2.743, -1.526], [3.454, 2.272, 1.074], [2.251, 1.572, -1.830], [0.046, 3.566, 2.437], [2.966, -1.529, 0.994], [3.112, 1.797, 3.748], [3.271, 3.147, 2.988], [1.836, 2.381, 4.405], [4.227, 2.030, 4.732], [3.175, 0.785, 2.577], [0.362, 0.655, -0.102], [0.320, 0.945, -1.642], [-0.670, 1.694, 0.394], [1.806, 1.237, 0.098], [0.332, -0.789, 0.436], [1.188, 4.181, -0.775], [-0.004, 4.507, -0.426], [1.287, 3.459, -1.855], [2.017, 3.967, 0.178], [4.646, 1.073, -1.073], [4.113, 2.234, -1.173], [4.879, 0.739, 0.135], [3.900, 0.246, -1.701], [0.070, -1.572, -6.425], [1.110, -1.983, -5.054], [0.525, -1.414, -3.737], [1.710, -1.834, -2.476], [2.108, -1.581, -5.205], [1.179, -3.067, -5.016], [-0.479, -1.801, -3.590], [0.525, -0.330, -3.776], [-2.335, 2.021, 4.351], [-3.617, 1.547, 3.201], [-3.202, 1.676, 1.759], [-3.076, 3.407, 1.424], [-4.492, 2.149, 3.443], [-4.007, 0.540, 3.366], [-3.891, 1.119, 1.126], [-2.261, 1.158, 1.567], [0.941, -3.893, 0.183], [-0.326, -4.528, 1.266], [-1.170, -3.396, 1.893], [-1.341, -3.720, 3.639], [0.023, -5.327, 1.910], [-1.056, -5.017, 0.616], [-2.187, -3.276, 1.530], [-0.676, -2.434, 1.761], [-3.528, -1.468, 0.765], [-2.929, -0.872, -0.800], [-2.265, -1.882, -1.724], [-3.467, -2.860, -2.533], [-2.358, 0.044, -0.627], [-3.814, -0.439, -1.270], [-1.602, -2.541, -1.167], [-1.721, -1.339, -2.493]]}

Record 3
{"formula": "C20H30F6N6O8S2V", "method": "ωB97M-V with the def2-TZVPD basis set", "homo_energy_ev": [-9.3045, -9.3045], "charge": 0, "e_lumo_ev": [-1.746, -1.981], "energy_ev": -110206.9219, "multiplicity": 4, "elements": ["V", "C", "F", "F", "F", "S", "O", "O", "N", "S", "O", "O", "C", "F", "F", "F", "C", "C", "O", "O", "H", "H", "H", "C", "C", "O", "C", "H", "H", "H", "H", "H", "H", "C", "C", "O", "C", "H", "H", "H", "H", "H", "H", "C", "C", "N", "H", "H", "H", "C", "C", "N", "H", "H", "H", "C", "C", "N", "H", "H", "H", "C", "C", "N", "H", "H", "H", "C", "C", "N", "H", "H", "H"], "xyz": [[3.493, -0.771, -1.079], [4.168, -1.229, 2.836], [3.618, -0.088, 2.428], [5.446, -1.036, 3.044], [3.607, -1.680, 3.924], [3.943, -2.538, 1.543], [4.525, -3.670, 2.144], [2.549, -2.583, 1.252], [4.698, -1.918, 0.141], [6.070, -2.794, -0.034], [7.006, -2.544, 0.998], [5.815, -4.134, -0.415], [6.763, -2.035, -1.561], [5.925, -2.254, -2.585], [6.879, -0.715, -1.426], [7.921, -2.556, -1.821], [-0.345, 0.248, -0.555], [1.125, 0.159, -0.685], [1.701, 0.285, -1.825], [1.853, -0.128, 0.306], [-0.828, -0.289, -1.365], [-0.633, 1.298, -0.660], [-0.677, -0.127, 0.407], [2.223, 3.225, 0.454], [0.835, 3.825, 0.473], [0.224, 3.912, 1.499], [0.204, 4.189, -0.850], [2.917, 4.011, 0.776], [2.517, 2.912, -0.547], [2.340, 2.426, 1.182], [0.490, 3.482, -1.627], [0.560, 5.179, -1.166], [-0.871, 4.277, -0.718], [-5.362, -0.328, -1.132], [-5.836, -1.742, -1.345], [-6.458, -2.011, -2.334], [-5.729, -2.733, -0.210], [-5.588, 0.043, -0.131], [-5.769, 0.311, -1.905], [-4.261, -0.330, -1.148], [-5.491, -2.253, 0.740], [-4.933, -3.447, -0.449], [-6.658, -3.288, -0.119], [-3.455, 5.021, -2.466], [-3.652, 3.839, -1.637], [-3.825, 2.924, -0.989], [-4.344, 5.648, -2.405], [-3.328, 4.701, -3.499], [-2.602, 5.606, -2.140], [-0.581, -3.222, 1.035], [-0.051, -4.343, 0.263], [0.359, -5.214, -0.325], [-1.610, -3.043, 0.732], [0.056, -2.353, 0.881], [-0.581, -3.472, 2.095], [0.752, -0.171, 3.493], [1.131, 1.201, 3.773], [1.451, 2.279, 4.016], [-0.264, -0.251, 3.107], [0.813, -0.771, 4.400], [1.416, -0.612, 2.760], [-2.572, 2.646, 2.317], [-3.309, 1.398, 2.555], [-3.881, 0.431, 2.739], [-2.171, 2.626, 1.311], [-1.721, 2.646, 2.999], [-3.234, 3.488, 2.486], [-0.684, -1.512, -4.238], [-0.991, -2.764, -3.557], [-1.240, -3.737, -3.026], [0.368, -1.464, -4.499], [-0.902, -0.711, -3.529], [-1.324, -1.370, -5.104]]}

Record 4
{"formula": "C3H3NO2S2", "method": "ωB97M-V with the def2-TZVPD basis set", "homo_energy_ev": -10.1467, "relative_energy_kcal_mol": 59.7, "smiles": "O=S1(=O)C=CN=CS1", "charge": 0, "e_lumo_ev": -0.743, "energy_ev": -30412.2885, "elements": ["C", "C", "C", "N", "O", "O", "S", "S", "H", "H", "H"], "xyz": [[-1.370, 0.356, 0.402], [-0.281, 1.138, 0.383], [-0.408, -1.612, -0.443], [-1.320, -0.791, -0.364], [1.426, 0.543, -1.499], [2.232, 1.266, 0.736], [1.138, -1.537, 0.658], [1.325, 0.481, -0.034], [-2.431, 0.472, 0.628], [-0.098, 2.127, 0.640], [-0.213, -2.444, -1.106]]}

Record 5
{"formula": "C24H49AsF6N2O14PS3", "method": "ωB97M-V with the def2-TZVPD basis set", "homo_energy_ev": [-7.9717, -7.9300], "charge": 0, "e_lumo_ev": [-0.387, -2.260], "energy_ev": -176264.1128, "multiplicity": 2, "elements": ["N", "H", "H", "H", "H", "N", "H", "H", "H", "H", "C", "C", "C", "O", "C", "C", "C", "O", "O", "O", "H", "H", "As", "F", "F", "F", "F", "F", "F", "C", "C", "C", "S", "O", "O", "C", "H", "H", "H", "H", "H", "H", "H", "H", "C", "C", "C", "S", "O", "O", "C", "H", "H", "H", "H", "H", "H", "H", "H", "C", "C", "C", "S", "O", "O", "C", "H", "H", "H", "H", "H", "H", "H", "H", "C", "C", "O", "P", "O", "O", "C", "C", "O", "C", "C", "H", "H", "H", "H", "H", "H", "H", "H", "H", "H", "H", "H", "H", "H", "H"], "xyz": [[2.012, -0.727, 0.135], [2.257, -0.477, -0.812], [2.604, -1.501, 0.402], [1.139, -1.233, 0.169], [2.205, 0.039, 0.765], [-0.600, -0.325, -4.473], [-0.521, -1.064, -3.789], [-1.547, -0.271, -4.819], [0.060, -0.455, -5.227], [-0.408, 0.444, -3.848], [0.163, -5.487, -2.686], [1.252, -4.964, -3.297], [1.483, -3.448, -3.185], [2.520, -2.791, -3.636], [0.629, -2.623, -2.586], [-0.559, -3.139, -1.866], [-0.811, -4.758, -1.924], [-1.599, -5.344, -1.106], [-1.317, -2.378, -1.327], [1.992, -5.769, -3.950], [0.055, -6.555, -2.567], [0.885, -1.578, -2.496], [0.319, 1.995, -1.062], [-1.288, 2.703, -0.868], [0.562, 2.219, 0.644], [1.990, 1.498, -1.355], [0.012, 1.862, -2.793], [0.881, 3.655, -1.366], [-0.272, 0.338, -1.018], [5.946, 3.589, 2.370], [4.445, 3.952, 2.305], [3.959, 3.497, 0.880], [4.595, 1.745, 0.886], [5.251, 1.460, -0.411], [3.596, 0.850, 1.541], [5.959, 2.053, 2.057], [6.362, 3.873, 3.337], [6.576, 3.975, 1.569], [4.249, 5.024, 2.261], [3.766, 3.555, 3.059], [4.537, 3.971, 0.086], [2.892, 3.440, 0.664], [6.849, 1.460, 1.849], [5.824, 1.598, 3.038], [-4.960, -0.282, -2.192], [-4.237, 0.864, -1.344], [-3.884, 0.325, 0.120], [-4.553, -1.341, 0.204], [-5.883, -1.162, 0.783], [-3.500, -2.112, 0.858], [-4.591, -1.672, -1.634], [-4.614, -0.144, -3.216], [-6.042, -0.200, -2.293], [-4.833, 1.712, -1.008], [-3.282, 1.112, -1.808], [-3.995, 0.714, 1.132], [-2.807, 0.158, 0.092], [-5.220, -2.541, -1.827], [-3.623, -1.981, -2.027], [1.395, 5.473, -6.295], [0.341, 5.857, -5.355], [-0.268, 4.714, -4.635], [-0.430, 3.421, -5.888], [-1.786, 3.712, -6.387], [0.073, 2.113, -5.428], [0.867, 4.207, -6.997], [2.292, 5.299, -5.700], [1.669, 6.277, -6.977], [-0.311, 6.644, -5.733], [0.864, 6.335, -4.526], [-1.108, 4.885, -3.962], [0.511, 4.402, -3.939], [0.298, 4.595, -7.841], [1.559, 3.500, -7.455], [-0.324, 0.340, 2.727], [-1.038, -0.163, 3.980], [-0.694, -1.552, 4.128], [-0.587, -2.163, 5.646], [0.434, -1.453, 6.422], [-2.202, -2.197, 5.991], [-3.076, -2.827, 5.071], [-3.623, -4.068, 5.780], [-0.367, -3.728, 5.347], [0.590, -4.525, 5.973], [0.344, -5.034, 7.371], [-0.432, -0.207, 1.790], [-0.670, 1.335, 2.444], [0.701, 0.502, 3.062], [-0.826, 0.484, 4.831], [-2.101, -0.098, 3.749], [-4.002, -2.311, 4.820], [-2.596, -3.244, 4.186], [-4.487, -4.358, 5.182], [-2.987, -4.947, 5.885], [-4.057, -3.844, 6.754], [0.685, -5.313, 5.226], [1.513, -3.947, 6.031], [0.236, -4.196, 8.059], [-0.495, -5.712, 7.526], [1.216, -5.570, 7.748]]}

Record 6
{"formula": "C29H44N4O6S4", "method": "ωB97M-V with the def2-TZVPD basis set", "homo_energy_ev": -8.6572, "charge": 0, "e_lumo_ev": -0.205, "energy_ev": -92364.3797, "elements": ["C", "S", "O", "C", "H", "H", "H", "H", "H", "H", "C", "S", "O", "C", "H", "H", "H", "H", "H", "H", "C", "S", "O", "C", "H", "H", "H", "H", "H", "H", "C", "S", "O", "C", "H", "H", "H", "H", "H", "H", "C", "C", "C", "C", "C", "C", "N", "O", "O", "H", "H", "H", "H", "H", "N", "C", "C", "C", "C", "C", "H", "H", "H", "H", "H", "N", "C", "C", "C", "C", "C", "H", "H", "H", "H", "H", "N", "C", "C", "C", "C", "C", "H", "H", "H", "H", "H"], "xyz": [[2.453, -3.321, 2.739], [2.532, -5.037, 2.044], [1.109, -5.576, 2.232], [2.556, -4.398, 0.349], [2.247, -3.494, 3.725], [1.805, -2.685, 2.180], [3.468, -2.965, 2.679], [2.716, -5.314, -0.250], [3.477, -3.791, 0.328], [1.655, -3.810, 0.172], [0.434, -3.115, -5.372], [-0.519, -2.555, -3.925], [0.454, -1.809, -3.075], [-0.846, -4.062, -3.095], [-0.331, -3.236, -6.143], [0.849, -4.099, -5.224], [1.164, -2.383, -5.634], [-1.450, -4.750, -3.640], [-1.336, -3.751, -2.180], [-0.015, -4.727, -2.777], [-2.949, 3.544, -4.797], [-2.420, 2.687, -3.211], [-1.265, 3.528, -2.727], [-3.810, 3.184, -2.083], [-2.995, 4.596, -4.489], [-3.856, 3.120, -5.267], [-2.054, 3.357, -5.382], [-3.749, 4.262, -2.070], [-3.477, 2.828, -1.089], [-4.818, 2.819, -2.312], [-0.098, -0.631, -0.130], [1.444, 0.093, 0.337], [2.458, -0.906, 0.734], [1.829, 0.693, -1.397], [-0.766, 0.212, -0.370], [-0.439, -1.369, 0.526], [0.079, -1.114, -1.108], [1.982, -0.217, -2.045], [2.784, 1.184, -1.231], [0.983, 1.184, -1.922], [-1.573, 1.880, 4.856], [-2.879, 1.841, 5.389], [-3.986, 1.959, 4.518], [-3.668, 2.047, 3.177], [-2.412, 1.952, 2.628], [-1.368, 1.842, 3.509], [-4.814, 2.496, 2.299], [-5.525, 3.316, 2.840], [-4.893, 1.988, 1.199], [-0.698, 1.930, 5.486], [-3.100, 1.862, 6.481], [-4.965, 2.116, 4.902], [-2.287, 2.126, 1.584], [-0.345, 1.899, 3.192], [0.834, 5.243, 3.120], [-0.238, 5.483, 2.298], [-0.323, 4.871, 1.049], [0.653, 4.063, 0.588], [1.692, 3.768, 1.457], [1.784, 4.477, 2.657], [-0.959, 6.203, 2.750], [-1.102, 5.266, 0.414], [0.602, 3.665, -0.354], [2.470, 3.096, 1.248], [2.611, 4.250, 3.318], [-2.284, -3.105, 0.228], [-2.108, -3.468, 1.477], [-2.751, -2.852, 2.599], [-3.766, -1.985, 2.384], [-3.953, -1.589, 1.018], [-3.246, -2.227, 0.034], [-1.273, -4.185, 1.623], [-2.351, -3.077, 3.601], [-4.355, -1.459, 3.107], [-4.620, -0.737, 0.731], [-3.444, -2.020, -1.033], [6.571, -0.999, -0.401], [5.322, -1.410, -0.793], [4.880, -1.482, -2.135], [5.848, -1.121, -3.071], [7.073, -0.567, -2.696], [7.397, -0.541, -1.314], [4.605, -1.579, 0.045], [3.955, -1.927, -2.478], [5.611, -1.131, -4.143], [7.762, -0.232, -3.492], [8.333, -0.126, -0.997]]}

| no. | molar mass (Da) |
| --- | --- |
| 1 | 669.69 |
| 2 | 1217.65 |
| 3 | 711.56 |
| 4 | 149.20 |
| 5 | 905.74 |
| 6 | 672.96 |